No. 1
C31H24N7O5Ru | ωB97M-V/def2-TZVPD

```
68
Properties=species:S:1:pos:R:3:forces:R:3:lowdin_spin:R:1
C 1.802794 3.023689 2.048954 -0.0052 0.0541 -0.0437 0.01
C -0.666984 -2.357158 2.579831 -0.0190 -0.0967 0.0574 0.10
H -0.059175 -3.071790 4.527629 0.0188 0.0037 0.0183 0.00
H 1.891427 -3.031539 -4.009977 0.0006 0.0141 -0.0239 0.00
C -2.137606 -3.920753 1.357074 0.0319 0.0739 0.0358 0.03
H 0.573542 -1.637383 -5.063102 0.0469 -0.0544 0.0452 0.00
H 3.327983 6.311944 3.357913 0.0080 0.0140 0.0047 0.00
H 4.190962 1.773147 0.847532 0.0036 0.0027 0.0114 0.00
C 1.232166 1.769124 1.502544 0.1033 0.0400 0.3350 0.07
N 4.491084 1.069883 1.503355 -0.0126 0.0145 -0.0072 0.00
C 1.838849 -3.019801 -2.932237 -0.0468 0.1083 0.1414 0.01
O 3.250499 -0.430694 0.338335 -0.0209 -0.1785 0.0156 0.01
C 0.302645 -1.024668 -2.995628 0.0206 -0.1368 -0.1074 0.07
H -3.364699 3.528275 1.289556 -0.0016 0.0075 0.0035 0.00
H -1.235718 -5.220537 4.357018 0.0080 0.0022 0.0130 0.00
H 1.566542 -2.818913 0.862974 0.0087 -0.0380 -0.0175 0.00
C -2.916921 3.020062 0.448587 0.0507 -0.0803 -0.0022 0.06
C 2.031451 4.083139 1.172588 0.0183 -0.0672 0.0505 0.01
O -1.652397 1.033000 -6.800259 -0.2002 0.1647 0.0274 0.01
H 0.466860 -0.994990 3.755226 0.0264 0.0109 -0.0017 0.00
H 1.930363 2.328170 4.071355 -0.0042 -0.0244 0.0039 0.00
C -0.918086 0.111267 -6.421518 0.1158 0.1097 -0.0739 0.01
H 3.068841 -4.741049 -2.666693 0.0117 -0.0152 0.0101 0.00
C 2.491784 -3.968052 -2.177550 -0.0171 0.0111 0.0563 0.02
C -1.466445 -2.645374 1.403084 -0.1922 -0.1998 -0.0205 0.08
C -1.281958 -4.502255 3.550859 0.0734 0.0855 0.0685 0.07
C 3.899575 -0.153585 1.330324 0.0318 0.1321 -0.0490 0.00
H -2.004998 1.643444 -4.496538 -0.0291 0.0128 0.0325 0.00
H -2.716993 -4.124277 0.467141 -0.0152 -0.0330 0.0055 0.00
C -1.344636 0.916284 -4.041608 -0.0922 0.1012 0.1137 0.00
C -1.149593 0.833963 -2.656540 -0.0519 -0.0884 -0.3528 0.11
C -0.632783 -3.316359 3.642478 -0.0468 -0.0676 -0.0106 -0.01
N 0.895725 0.823717 2.424645 0.1647 0.2672 0.0736 0.22
C -2.502994 2.812564 -1.908402 0.1210 -0.1626 -0.0451 0.02
C 2.671570 4.335378 3.865909 0.0086 0.0173 -0.0073 0.00
O -1.617390 -1.832305 0.458087 0.2166 0.0999 -0.0511 0.25
H 4.882341 -0.916858 2.969139 0.0159 -0.0067 -0.0224 0.00
H -2.049242 1.463409 1.637523 -0.0120 0.0219 0.0015 0.00
C 0.125018 -0.961371 -4.348492 -0.1704 0.1334 0.0459 0.00
H 3.908578 -2.002865 2.101154 0.0017 0.0039 0.0190 0.00
H -2.548765 -5.755430 2.317574 -0.0160 -0.0123 -0.0125 0.00
C 2.399183 -3.927510 -0.785451 -0.0092 0.0281 -0.0337 0.02
C 2.120100 3.153511 3.400658 -0.0270 0.0059 -0.0541 0.01
H 2.752589 6.086932 0.966492 0.0023 0.0154 -0.0049 0.00
Ru -0.107190 -0.267332 -0.204140 -0.3597 -0.1138 -0.6941 2.72
C -3.070049 3.499216 -0.874233 -0.0081 0.0069 0.0686 0.08
H -2.591302 3.165286 -2.926028 0.0058 0.0067 -0.0117 0.00
C -1.776245 1.629539 -1.655222 -0.2049 0.3319 0.0437 0.12
C 2.900229 5.388845 2.989898 0.0154 0.0233 0.0314 0.01
H 1.776818 3.966005 0.128141 -0.0144 -0.0134 -0.0138 0.00
C -2.038909 -4.802759 2.380345 -0.0490 0.0172 -0.1227 0.03
O 1.100975 1.616925 0.280675 -0.0280 0.0674 -0.2617 0.21
N 0.277623 -0.205624 1.880227 -0.0841 -0.4126 0.5757 0.16
N -0.289313 -0.110390 -2.167859 0.2557 0.2227 -0.1529 0.12
H 2.887151 -4.663931 -0.163893 0.0107 -0.0117 -0.0035 0.00
C 0.036835 -1.175624 2.774037 0.0986 0.2242 -0.1498 0.00
O -0.294759 -0.757894 -7.051057 0.0995 -0.2222 -0.0376 0.00
C -2.197071 1.877154 0.647004 -0.0849 0.1219 0.1312 0.04
N 1.021489 -1.999559 -0.936026 -0.3311 0.2871 0.1311 0.05
C 1.663686 -2.917955 -0.210820 0.1093 -0.0725 0.0224 0.02
C -0.710783 0.042601 -4.891053 0.1270 -0.2013 0.2082 0.09
H 4.699890 1.396907 2.431349 -0.0169 0.0031 0.0076 0.00
C 2.578097 5.263710 1.645799 0.0086 0.0203 -0.0114 0.00
N 4.090285 -1.047909 2.362101 -0.0085 -0.0480 0.0547 0.00
N -1.642699 1.175476 -0.361768 0.1976 -0.3847 0.0313 0.15
H 2.920203 4.439031 4.913601 0.0009 0.0035 0.0144 0.00
C 1.086615 -2.035253 -2.284735 0.1548 -0.1715 -0.1031 0.03
H -3.624959 4.407049 -1.063882 -0.0147 0.0216 -0.0059 0.00
```
Forces are in eV/Å.

The net charge is 0. The HOMO energy (spin up / spin down) comes out at -0.202 / -0.273 hartree. The HOMO-LUMO gap (spin up / spin down) comes out at 4.457 / 4.464 eV. As for the spin multiplicity: 6.

No. 2
C21H40Cl3FeN2O4Si | ωB97M-V/def2-TZVPD

```
72
Properties=species:S:1:pos:R:3:forces:R:3:lowdin_spin:R:1
H 0.041859 1.327457 3.969955 -0.3857 -0.1855 0.0840 0.00
C -4.106023 -1.884030 -0.741482 0.3605 0.1755 0.2015 0.00
O 0.862654 -1.915668 1.056879 -0.4688 -0.2621 -0.5210 0.00
H -4.617205 -2.171441 -1.677928 0.1764 0.0373 0.3579 0.00
C -3.898641 1.346141 1.160682 -1.1738 -1.2325 -0.1289 0.52
H -1.557760 -2.637950 4.651864 0.1678 0.5112 -0.2181 0.00
O -0.768390 -3.191575 -0.850756 -1.5406 0.4004 0.5187 0.00
H -0.242182 -0.648846 5.476294 -0.1524 0.0397 -0.7268 0.00
H 3.149214 2.590407 -1.580418 -0.2776 0.5021 -0.1621 0.01
H -5.920766 0.959938 1.697596 0.1196 0.3088 -0.2384 0.00
C -1.388561 1.760649 1.577715 -0.8373 0.8468 -0.9797 0.12
H 0.680781 1.017545 -3.796476 -0.2752 0.0571 0.3635 0.00
C -2.818409 2.187742 0.935036 2.6812 1.0601 0.3703 0.07
H 0.566056 -2.606781 0.429331 0.3346 0.5488 0.3501 0.00
H -1.099001 -1.106219 -2.056842 -0.0403 -0.0816 -0.0163 0.00
H -0.780432 0.477463 -2.975724 0.1159 0.3334 -0.0477 0.00
C -2.185520 -1.123582 -2.085489 -0.2179 -0.0657 0.2033 0.00
C -0.686745 -0.641215 4.466989 0.0936 -0.3427 -0.1554 0.00
C -1.223741 0.563227 2.389431 0.6523 -2.4507 0.3982 0.01
C -5.288570 1.793311 1.359307 -0.3855 0.2341 0.4403 0.09
H 1.200975 -3.400707 2.476910 0.1432 0.2482 0.0147 0.00
H 5.670913 -2.821983 -2.919590 -0.1322 -0.1263 0.0696 0.00
H -2.395144 -3.429354 0.390216 0.1933 0.0383 -0.3661 0.00
H 2.552198 2.168219 -3.220050 -0.1111 -0.0072 0.2110 0.00
H -3.660709 0.294368 1.244825 -0.2102 0.1732 0.0600 0.03
O 4.248352 -2.922522 0.559302 0.9210 0.9093 -0.7677 0.00
H -2.534159 -1.592538 -3.015915 0.1474 -0.0063 0.0811 0.00
C -1.698078 -0.660249 1.869821 -0.6771 0.1125 0.8781 0.01
Fe 3.092704 0.846860 -0.999259 1.1502 -1.2128 -0.2489 3.57
N -2.654096 -1.853361 -0.922924 -0.1619 -1.1317 -0.3211 0.00
H -1.978163 -0.687861 0.820046 -0.0362 -0.0151 0.4556 0.00
H -2.596407 -0.110071 -2.043881 0.1368 -0.0705 0.0619 0.00
H -2.122105 4.191600 1.179848 -0.1520 0.0082 -0.4090 0.00
H -5.310237 2.557073 2.153332 -0.2242 -0.0649 -0.1621 0.02
C -0.562900 0.474379 3.643013 -0.4562 1.0207 -0.3040 0.01
H -4.441060 -0.879503 -0.439724 -0.0754 -0.3599 -0.1118 0.00
C -0.318671 4.044172 -1.523338 -0.2133 0.2159 0.2616 0.00
H 7.510973 -1.228131 -1.093347 -0.2722 0.1194 -0.2283 0.00
C 6.503820 -0.937748 -1.446201 0.0079 -0.1314 0.3854 0.00
H -0.428475 4.326882 -0.469387 -0.0262 -0.0915 -0.2750 0.00
H -1.293225 4.133563 -2.026869 0.2478 -0.1361 0.2898 0.00
C -1.913057 -1.776084 2.705928 0.6202 0.7738 -0.0796 0.00
H -2.946341 3.921749 -0.404410 -0.1178 -0.2137 0.6941 0.00
H 2.215553 3.711416 -2.438305 0.4707 -0.0175 -0.2072 0.01
N 5.517094 -1.940438 -1.056629 0.0508 0.1472 -0.0964 0.00
H 0.355635 4.783760 -1.991646 -0.1846 -0.3955 0.1662 0.00
H 2.657559 -2.786059 1.596704 -0.5202 0.0344 0.5050 0.00
C 1.686651 -2.509356 2.038388 0.3684 -0.4691 0.1008 0.00
C 4.888431 -1.951252 0.134784 -0.1723 -0.5139 0.6225 0.00
C 2.273339 2.629525 -2.266849 -0.6747 1.1803 -0.2434 0.03
H -5.730706 2.256439 0.460372 0.0525 -0.1637 0.2219 0.03
C -0.199212 1.361974 -3.228258 -0.2483 -0.1099 -0.4076 0.00
Cl 2.807868 -0.815503 -2.372817 0.0488 -0.2605 -0.7917 0.14
H -0.797619 1.982865 -3.911125 0.0367 -0.0464 0.2464 0.00
H -3.865880 4.101884 1.148922 0.3343 -0.3409 -0.3847 0.00
H 4.978645 -0.998870 0.700675 0.1144 -0.7060 -0.1998 0.00
Si 0.412222 2.348087 -1.780955 2.3361 -1.5733 0.4805 0.00
O -1.722793 1.591022 0.190069 0.3625 0.2593 0.3073 0.07
C 5.326698 -3.086815 -1.917890 0.1952 -0.2041 0.1270 0.00
H 1.848707 -1.773904 2.833597 -0.0865 -0.0726 -0.0894 0.00
Cl 4.447467 1.265346 0.632134 0.5275 0.8379 0.5131 0.14
H -2.498395 -2.621129 2.320549 0.5518 0.2321 0.2984 0.00
H -4.342533 -2.607354 0.050727 -0.0862 0.2508 -0.2328 0.00
H -0.717962 2.604715 1.782268 -0.2362 -0.1997 -0.0960 0.01
C -1.391042 -1.762618 4.008369 -0.5905 -0.1600 -0.2165 0.01
H 6.519167 -0.877517 -2.542665 -0.0354 0.1713 0.3465 0.00
C -2.955963 3.680357 0.679391 -0.2255 0.2389 0.3280 0.00
C -1.894573 -2.897798 -0.446321 0.7413 0.1202 -0.6753 0.00
H 5.909323 -3.936568 -1.537297 -0.1609 -0.0120 -0.2106 0.00
Cl 1.098540 0.804442 -0.076682 -2.8772 1.6518 -0.4383 0.08
H 6.262227 0.040577 -1.003708 0.0244 -0.3518 -0.2087 0.00
H 4.265828 -3.352556 -1.930109 0.2345 -0.0140 -0.0475 0.00
```
Forces are in eV/Å.

The net charge is 0. The HOMO energy (spin up / spin down) comes out at -0.278 / -0.298 hartree. The HOMO-LUMO gap (spin up / spin down) comes out at 7.629 / 7.724 eV. As for the spin multiplicity: 6.

No. 3
C9H34O10V | ωB97M-V/def2-TZVPD

```
54
Properties=species:S:1:pos:R:3:forces:R:3:mulliken_charge:R:1
O -1.044953 -0.686451 -0.107447 1.2320 -1.1961 -0.7950 0.08
H -1.383984 -1.760295 2.262386 -0.2664 0.0165 0.0159 0.28
O -0.680095 -3.683691 -0.299582 0.1612 0.8358 -0.5642 -0.39
H 1.192168 3.976278 3.286065 0.5929 0.0342 -0.0695 0.36
C 4.231284 -2.550506 1.862858 -0.0051 -1.1307 1.9312 -1.36
H 2.713147 -0.614833 2.442689 -0.4950 0.1292 0.7447 0.13
H -0.527266 2.171264 0.159229 -0.0074 -0.0239 0.2900 0.25
C -3.624144 1.585185 -3.329479 -0.7632 0.1379 1.0839 -1.09
H -4.937494 2.180260 -1.703561 0.2567 0.1789 0.3147 0.24
H -0.449786 -4.199180 0.473374 0.4121 0.1316 0.5151 0.25
O -1.267345 -2.020394 -2.631131 0.2635 -0.0369 -0.2779 -0.17
H 4.664196 -3.307629 1.209061 0.0996 0.3270 -0.2118 0.31
H 1.152146 1.770016 2.052216 0.0664 -0.1313 0.4362 -0.41
C 0.466609 2.595645 1.861263 -0.9982 -2.1686 -1.9974 1.65
O 1.472710 -2.848410 -2.406084 -0.7247 0.1370 -0.2555 -0.44
H 4.126886 -1.096158 0.466376 0.0817 0.4731 -0.4470 0.03
C -4.510353 1.237627 -2.045736 0.7727 -0.0784 -1.0777 0.36
H 3.280317 0.696151 1.635897 0.6792 0.3145 -0.2973 0.25
O 5.724849 -0.706653 1.689763 3.5851 -0.3802 -0.2417 -0.56
H -2.887649 2.345243 -3.068738 0.2396 -0.1413 0.1502 0.29
H -1.012265 -1.725768 -3.505402 0.1837 0.0186 -0.4301 0.26
C 1.144325 3.869117 2.202405 -0.7892 0.2426 -0.0465 -1.47
H 0.704188 1.178982 -2.273888 0.5073 0.3010 0.6094 0.26
O 0.321190 2.549381 0.401588 0.5214 0.4556 -0.4616 -0.58
H -1.354781 -4.200261 -0.740252 -0.2540 -0.0597 -0.2089 0.26
H -2.831769 1.078668 -0.658179 0.1075 -0.0465 -0.3146 0.01
H -2.048458 -2.554296 -2.776200 -0.4973 -0.1278 0.2562 0.24
O 1.440671 -1.439643 -0.182242 -2.7956 0.1345 -1.1842 -0.67
H 6.065362 -0.177098 0.965044 -0.1739 -0.1059 -0.0244 0.34
H 1.206112 -3.522511 -3.031181 -0.1474 -0.2649 -0.2237 0.27
O -0.546938 -1.374994 2.521496 0.2789 -0.4134 0.3247 -0.64
O 0.227787 0.348755 -2.273104 -0.1757 -1.1066 -0.1439 -0.38
C -0.900286 2.234185 2.402499 -0.4079 1.4142 1.4672 -1.58
H 2.086943 3.802444 1.659139 0.2316 0.5251 0.5327 0.37
V 0.017906 -1.515476 -0.953057 1.7894 1.0740 2.5686 1.06
H 4.011402 0.331034 3.197484 0.5503 -0.5502 -0.1707 0.41
H -0.576232 -0.482818 2.175964 0.0365 0.2522 -0.1198 0.27
H -4.216896 2.059155 -4.111837 -0.3069 -0.0992 0.0429 0.42
H -3.452979 -0.485115 -1.283384 0.3976 0.1305 -0.5347 0.18
H -6.060612 0.941333 -3.036934 -0.6292 -0.3901 -0.2132 0.34
H 0.545550 4.693678 1.815541 0.1211 0.1456 -0.0396 0.33
H -3.146970 0.719610 -3.789035 0.0326 -0.2118 0.2446 0.18
H -1.506070 1.515120 1.851074 0.6124 -0.5564 -0.0271 0.25
H -0.258277 0.350199 -3.097711 -0.2876 0.1445 -0.2016 0.22
H -1.572277 3.091857 2.432961 0.1189 0.4808 -0.2246 0.39
C -3.716462 0.526857 -0.975838 0.0856 -0.2843 0.5474 -0.81
H 3.170190 -2.753134 2.008222 -0.0709 -0.0169 -0.2622 0.28
C 3.661974 -0.109144 2.263540 -3.4109 -0.3704 0.0783 -0.99
H -0.816252 1.993021 3.462166 -0.0947 -0.5656 -0.0130 0.43
H 2.428494 -2.898477 -2.392229 0.4055 0.2373 0.3503 0.27
H -4.243537 0.294561 -0.050460 -0.5868 0.5434 -0.0471 0.40
O -5.601851 0.392990 -2.396270 0.3527 0.3097 -0.2554 -0.54
H 4.675579 -2.675047 2.850374 0.1056 -0.3997 0.1882 0.39
C 4.443994 -1.140633 1.508285 -0.9933 1.7316 -1.3105 0.77
```
Forces are in eV/Å.

The net charge is +1. The HOMO energy comes out at -0.424 hartree. The HOMO-LUMO gap comes out at 7.020 eV.

No. 4
C4H3I | ωB97M-V/def2-TZVPD

```
8
Properties=species:S:1:pos:R:3:forces:R:3:mulliken_charge:R:1
C 0.862448 1.907669 -0.356103 1.2327 -0.0939 -0.2066 -0.79
C 1.104936 -1.284536 -0.354421 0.4941 -2.6366 0.0844 -0.47
C -0.006388 -0.901483 -0.595930 -1.1439 2.1199 -0.4268 -0.19
I 2.543641 1.364560 -1.414000 -1.0022 0.7931 0.4421 0.26
H -0.760705 -0.129651 -0.841371 0.5953 -1.3731 0.3529 0.33
C 0.052363 2.187003 0.486476 0.9329 -0.1975 -0.9872 0.16
H -0.606272 2.413829 1.257390 -0.8185 0.2634 0.6559 0.36
H 1.855785 -2.075413 -0.255280 -0.2905 1.1247 0.0852 0.33
```
Forces are in eV/Å.

The net charge is 0. The HOMO energy comes out at -0.346 hartree. The HOMO-LUMO gap comes out at 9.534 eV. The SMILES is C#CI.C#C.

No. 5
C3H8S2Si | ωB97M-V/def2-TZVPD

```
14
Properties=species:S:1:pos:R:3:forces:R:3:mulliken_charge:R:1
H 1.440977 1.685640 -1.397492 -0.1155 -0.5236 0.3106 0.34
H 1.942184 1.613607 1.149461 0.7950 0.8635 0.9322 0.39
Si -2.696872 -0.841965 0.110977 0.4225 0.3341 1.0951 0.34
H 0.226135 1.234910 0.742720 1.5129 -0.0780 -0.4601 0.23
H 2.897151 0.809955 -0.949513 -1.2821 -0.1692 0.6581 0.30
H -3.228359 0.555665 0.439758 -0.2622 -0.8506 -0.5840 -0.08
H -3.530832 -1.962869 0.807214 0.6622 0.9805 -0.7704 -0.06
C 1.328484 0.952594 0.614678 -2.2796 -1.0651 0.7430 -0.57
C 1.770070 0.822759 -0.780909 1.2177 1.0602 -2.3121 -0.53
S 1.118167 -0.753264 -1.501289 0.2994 0.3607 1.0499 0.00
H -1.375087 -0.651705 0.818144 -0.4964 -0.5069 -0.2380 -0.11
S 1.365808 -0.770628 1.367456 0.1078 -0.0023 -1.8897 0.00
H -2.354380 -1.084253 -1.333560 -0.4915 0.0802 0.4778 -0.09
C 1.096550 -1.610444 -0.087650 -0.0902 -0.4835 0.9876 -0.15
```
Forces are in eV/Å.

The net charge is 0. The HOMO energy comes out at -0.322 hartree. The HOMO-LUMO gap comes out at 9.090 eV.

No. 6
C2H4F2OS | ωB97M-V/def2-TZVPD

```
10
Properties=species:S:1:pos:R:3:forces:R:3:mulliken_charge:R:1
H -1.171100 -0.337729 -1.093603 -1.1581 1.0444 2.4105 0.28
C 1.497956 0.655320 -0.089913 -2.6800 1.5456 0.2716 0.19
H -1.468718 0.841679 0.414492 0.3962 1.9112 0.2922 0.36
F 1.727910 1.348926 1.068018 0.1064 -0.6258 -0.5797 -0.23
F 2.653531 0.368766 -0.668215 -0.4350 -0.2624 0.1390 -0.19
H 0.782914 1.368550 -0.742985 1.6227 -1.8270 0.9629 0.16
C -1.440332 -0.133806 0.058299 -0.0728 -3.4982 -2.5790 -0.83
S -0.114617 -1.148797 0.772946 1.3386 1.6770 -0.2108 0.45
O -0.043183 -2.355036 -0.057503 -0.1376 -0.2057 -0.1989 -0.48
H -2.424360 -0.607871 0.338465 1.0196 0.2408 -0.5079 0.31
```
Forces are in eV/Å.

The net charge is 0. The HOMO energy (spin up / spin down) comes out at -0.325 / -0.332 hartree. The HOMO-LUMO gap (spin up / spin down) comes out at 8.397 / 8.377 eV.

Number 1: E -55785.4678 eV. Number 2: E -113427.7375 eV. Number 3: E -56040.0320 eV. Number 4: E -12291.9063 eV. Number 5: E -32785.6838 eV. Number 6: E -20453.1428 eV.